18
Properties=species:S:1:pos:R:3:forces:R:3 method="wB97M-V/def2-TZVPD" e_tot_ev=-9343.95404 relative_energy_kj_mol=473.1 charge=+1 homo_ev=-14.32 homo_lumo_gap_ev=10.23
O -0.748 1.264 -1.608 1.896 0.824 0.055
N 0.343 1.146 1.227 -1.293 -1.893 -0.181
N 0.032 -0.857 -1.045 2.965 1.401 -1.548
C -0.237 -2.158 -0.540 0.190 -1.223 2.063
C -0.524 0.284 -0.761 -1.049 -1.486 0.096
C 1.770 0.876 1.196 -0.141 2.572 2.821
C -1.855 0.731 -0.846 -3.871 2.798 1.028
H -2.294 1.568 -0.120 0.918 -2.322 -1.475
H -2.569 0.252 -1.573 0.569 0.150 1.347
H 0.002 2.083 1.293 0.671 0.976 -0.283
H -0.104 0.701 2.021 -0.024 -0.359 -0.041
H 2.072 1.156 0.254 1.492 1.370 -1.801
H 2.055 -0.099 1.263 -0.300 -3.289 0.118
H -0.667 -2.860 -1.222 -0.172 0.059 -1.242
H 0.635 -2.767 -0.082 -1.253 1.691 -0.344
H 0.806 -0.661 -1.688 -0.079 -0.862 0.115
H -1.062 -1.930 0.128 0.164 -0.763 0.856
H 2.344 1.271 2.104 -0.685 0.357 -1.586

=====

69
Properties=species:S:1:pos:R:3:forces:R:3 method="wB97M-V/def2-TZVPD" e_tot_ev=-48724.16023 relative_energy_kj_mol=69.8 charge=+1 homo_ev=-12.30 homo_lumo_gap_ev=10.12
S 6.114 -2.438 3.533 0.680 -1.572 1.259
P -0.906 0.892 -0.553 0.355 -0.503 0.345
O 5.210 -2.484 2.132 -0.224 0.128 1.905
O 6.174 -3.809 4.107 -0.468 2.005 -1.167
O 5.205 -1.620 4.674 0.260 -0.238 -1.637
O 3.591 -4.135 1.745 0.334 0.536 0.944
C 0.004 -0.463 0.241 0.219 -0.353 -0.019
C 0.756 4.552 -0.959 -0.063 0.064 -0.028
C -0.305 1.981 -3.285 -0.060 0.645 0.131
C 1.219 0.413 2.982 -0.075 -0.040 0.087
C -4.166 -0.597 -3.304 0.021 -0.051 -0.042
C -0.732 2.296 0.539 -0.225 0.848 0.601
C -2.620 0.374 -0.584 -0.948 -0.035 0.127
C -0.034 1.018 -2.112 0.625 -0.065 -1.023
C -2.141 1.664 -5.024 -0.151 -0.062 0.099
C 3.857 -2.882 2.310 -1.290 -0.010 -1.491
C -0.765 4.451 -0.930 -0.045 -0.158 -0.223
C -2.957 -1.029 -1.113 0.451 -0.283 -0.256
C 3.448 -5.125 2.751 -0.958 -1.623 0.171
C -1.342 3.673 0.248 -0.131 0.311 -0.300
C -2.934 -1.194 -2.633 -0.254 0.041 -0.013
C -1.758 2.279 -3.681 0.061 0.048 -0.340
C 2.088 -5.035 3.535 1.189 0.254 0.338
C -0.191 -0.154 2.852 -0.010 0.167 -0.029
C -0.437 -1.012 1.605 -0.203 0.030 0.292
H -1.888 3.358 -3.782 0.000 -0.013 0.134
H 0.229 1.587 -4.153 -0.050 -0.172 0.094
H -4.097 -0.695 -4.386 -0.053 0.063 -0.002
H -0.395 -0.771 3.730 -0.043 -0.046 -0.079
H 1.063 -0.193 0.259 -0.045 0.157 -0.024
H -1.597 2.150 -5.835 0.040 -0.036 0.022
H 0.095 -1.957 1.750 -0.004 0.007 -0.159
H -5.069 -1.120 -2.982 0.043 0.030 0.012
H 0.206 2.922 -3.081 -0.024 -0.034 0.149
H -2.455 1.967 -2.904 -0.051 -0.090 0.042
H -1.232 1.983 1.459 0.136 -0.318 -0.010
H -2.421 3.565 0.107 0.019 0.039 0.048
H -3.952 -1.300 -0.754 0.024 0.099 0.077
H -0.924 0.653 2.912 0.003 0.039 -0.043
H 0.322 2.405 0.802 0.057 -0.173 -0.156
H 4.289 -5.179 3.456 -0.049 0.435 -0.366
H 1.931 -0.380 3.217 0.066 0.058 -0.059
H -1.211 4.279 1.149 -0.007 -0.196 0.086
H -2.901 -2.260 -2.868 0.057 0.019 0.053
H -2.929 0.391 0.469 0.199 0.160 0.041
H 1.560 0.916 2.076 0.019 0.003 0.003
H -2.270 -1.755 -0.673 -0.045 0.030 0.100
H 1.255 1.147 3.787 0.075 -0.069 0.019
H -1.188 5.457 -0.931 -0.034 -0.041 0.085
H 2.330 -5.002 4.611 -0.326 0.011 -0.290
H -3.206 1.794 -5.214 0.026 -0.044 -0.071
H -4.295 0.461 -3.067 0.005 0.031 -0.040
H -0.053 -1.295 -0.469 -0.016 0.100 -0.084
H -1.130 3.993 -1.849 0.061 -0.006 -0.081
H -3.249 1.130 -1.060 0.124 0.064 -0.085
H 1.247 3.583 -0.848 0.002 0.000 -0.003
H 3.433 -6.091 2.224 0.206 0.407 -0.003
H 1.086 4.967 -1.912 0.036 0.065 0.068
H -0.014 0.004 -2.524 -0.182 -0.121 0.278
H 3.495 -2.827 3.347 0.467 -0.086 -0.099
H 1.118 5.207 -0.165 0.055 -0.060 0.009
H -1.912 0.597 -5.059 -0.040 -0.027 -0.017
H 1.484 -5.931 3.367 -0.102 0.409 -0.113
H 1.008 1.199 -1.819 -0.069 -0.104 0.217
H -1.499 -1.268 1.569 0.039 -0.085 -0.015
H 1.561 -4.103 3.284 -0.088 -0.452 -0.034
H 4.575 -2.268 5.014 -0.073 -0.200 0.429
H 3.246 -2.173 1.727 0.402 0.026 0.156
H -2.026 -0.762 -3.057 0.052 0.040 -0.021